Record 1
14 unconnected molecules or ions with the total composition C56H94N6O16S8, computed with ωB97M-V/def2-TZVPD.

Each line ends with the Mulliken charge.
Geometry (Å):
1 S -7.859 0.587 3.012  1.21
2 S 0.940 -0.085 0.457  0.58
3 S -4.116 1.721 -2.225  1.29
4 S 3.776 -4.489 -1.465  1.14
5 S -2.726 -2.944 -5.576  1.20
6 S 7.518 -2.251 2.300  1.14
7 S 0.138 3.788 -3.199  1.06
8 S 2.497 4.658 4.792  1.21
9 O 2.767 -3.791 -2.224  -0.38
10 O -4.060 1.780 -0.781  -0.34
11 O -3.057 -4.303 -5.231  -0.68
12 O -0.098 2.370 -3.368  -0.32
13 O -7.760 0.068 4.358  -0.69
14 O -3.579 0.613 -2.972  -0.68
15 O 5.180 -4.184 -1.570  -0.74
16 O 1.748 4.865 6.012  -0.68
17 O 1.421 0.955 -0.444  0.27
18 O -3.744 -2.094 -6.136  -0.70
19 O 8.436 -1.799 3.314  -0.70
20 O -0.618 4.842 -3.839  -0.71
21 O 7.635 -3.571 1.714  -0.64
22 O -9.133 0.531 2.337  -0.68
23 O 1.756 -0.556 1.558  -0.58
24 O 3.025 5.761 4.025  -0.68
25 N 6.779 2.831 -1.191  0.01
26 N -6.017 -3.714 -1.195  0.06
27 N -1.455 5.909 2.434  0.09
28 N -2.022 -5.839 2.908  0.09
29 N 3.601 0.093 -2.829  1.16
30 N -1.274 -1.139 4.186  0.18
31 C -0.088 -2.936 -5.521  -1.23
32 C -1.964 -2.167 -4.133  -0.23
33 C 2.679 2.672 3.089  1.20
34 C 4.933 -0.776 -4.369  -0.94
35 C 4.911 -0.107 -3.173  -0.56
36 C 7.167 2.608 0.110  -0.72
37 C 3.015 -6.834 -0.291  -0.86
38 C -5.504 0.859 1.872  1.19
39 C -2.235 -5.222 1.704  -1.16
40 C 1.908 4.121 -3.451  -1.16
41 C -3.079 -0.070 4.907  -0.76
42 C -5.694 -3.503 0.109  -1.49
43 C 7.236 -1.084 0.982  -1.08
44 C 5.780 -1.251 0.581  0.81
45 C 3.605 -0.835 -4.865  -0.88
46 C -1.129 -4.467 1.410  0.45
47 C -1.200 -2.944 -6.571  -0.85
48 C 1.559 4.925 -1.191  -1.23
49 C -1.602 4.718 3.085  -1.56
50 C 3.571 -6.296 -1.645  -0.89
51 C 3.285 -4.442 0.265  0.18
52 C -0.677 0.468 1.092  -0.25
53 C 5.449 2.579 -1.311  -1.39
54 C 6.059 2.221 0.803  -1.27
55 C -3.316 3.145 -2.903  0.50
56 C -1.772 -0.465 0.549  2.39
57 C 2.582 4.247 -2.083  0.58
58 C 1.584 3.507 3.727  -0.20
59 C 0.283 -1.444 -0.549  0.24
60 C -0.748 -5.584 3.329  -1.25
61 C 3.861 3.463 5.089  -0.87
62 C -2.113 3.789 2.212  0.01
63 C 2.366 -5.633 0.415  -0.39
64 C -0.442 -2.037 -4.351  1.33
65 C -6.565 -0.210 2.028  -0.88
66 C -5.637 3.344 -3.714  -0.64
67 C 4.958 2.143 -0.106  0.92
68 C -5.273 -2.882 -1.984  -1.50
69 C -0.227 -4.626 2.491  -0.19
70 C -3.485 -1.153 4.072  -0.29
71 C -4.507 -2.083 -1.174  0.64
72 C 3.565 2.213 4.241  -0.60
73 C -1.196 -1.116 -0.714  -0.98
74 C 0.218 4.251 -1.430  0.22
75 C -2.423 4.496 1.014  -0.18
76 C -2.351 -1.784 3.647  -0.68
77 C -6.196 2.197 1.727  -0.30
78 C -4.422 4.159 -3.177  -0.73
79 C -1.720 -0.138 5.025  -0.90
80 C -4.822 -2.450 0.175  0.00
81 C 4.951 -1.417 1.879  1.65
82 C 2.811 -0.299 -3.882  -0.51
83 C -5.800 2.081 -2.845  -0.91
84 C -1.910 5.759 1.146  -0.78
85 C 5.803 -2.155 2.925  -0.98
86 C -7.204 2.298 2.863  -0.91
87 H 5.755 0.168 -2.564  0.33
88 H -0.735 4.672 -1.129  0.44
89 H 2.265 1.844 2.516  -1.05
90 H -1.007 0.432 5.597  0.52
91 H -4.749 0.674 1.113  -0.71
92 H 1.562 6.013 -1.288  0.30
93 H 4.100 -2.055 1.661  -0.86
94 H -0.128 -3.968 -5.130  0.36
95 H -1.714 6.526 0.415  0.52
96 H 2.922 -3.479 0.607  -0.43
97 H 2.873 -6.496 -2.454  0.32
98 H -2.578 3.559 -2.217  -1.04
99 H 2.406 3.421 -4.119  0.43
100 H 5.887 -1.496 3.791  0.36
101 H -5.493 3.023 -4.744  0.30
102 H -1.128 6.780 2.810  0.21
103 H -2.208 -1.103 -4.236  -0.08
104 H -4.760 4.480 -2.186  0.23
105 H 0.683 -4.086 2.707  0.80
106 H -1.004 -3.806 0.569  0.06
107 H -6.827 2.692 3.807  0.37
108 H 3.048 1.594 4.976  0.28
109 H 4.502 1.732 3.965  0.21
110 H -1.872 -1.276 1.269  -1.37
111 H 1.874 5.110 -3.910  0.45
112 H 2.289 -7.609 -0.503  0.39
113 H -1.258 -3.779 -7.258  0.51
114 H -1.218 -1.929 -6.980  0.30
115 H 3.290 3.228 2.370  0.08
116 H -1.747 -2.053 -0.835  0.47
117 H -6.677 -4.353 -1.599  0.21
118 H -2.730 0.022 0.403  -0.36
119 H 0.425 -2.357 0.029  -0.56
120 H 1.753 -0.135 -3.752  0.53
121 H 6.003 1.841 1.812  0.64
122 H -6.193 -1.147 2.429  0.47
123 H -4.388 -2.066 1.085  0.84
124 H 3.196 0.354 -1.943  -0.23
125 H -3.766 0.652 5.316  0.50
126 H 0.862 -1.462 -1.470  -0.13
127 H -6.047 -4.091 0.941  0.50
128 H -6.466 4.043 -3.615  0.44
129 H 3.914 -7.108 0.261  0.36
130 H 4.784 4.028 4.952  0.40
131 H -1.328 -0.544 -1.635  0.39
132 H 1.759 4.736 -0.132  0.30
133 H 7.405 3.026 -1.950  0.24
134 H -1.467 4.602 4.149  0.53
135 H -4.509 -1.346 3.796  0.75
136 H 5.829 -1.074 -4.889  0.48
137 H 8.204 2.558 0.396  0.43
138 H -4.045 4.999 -3.750  0.45
139 H 4.582 -6.607 -1.893  0.44
140 H -2.762 2.783 -3.766  0.48
141 H 2.854 3.347 -1.535  -0.70
142 H -0.911 1.480 0.761  -0.46
143 H 2.061 -5.789 1.448  0.47
144 H -0.225 -6.061 4.139  0.43
145 H 4.900 2.693 -2.231  0.66
146 H -2.253 -2.552 2.896  0.37
147 H 3.831 3.287 6.165  0.40
148 H 1.404 -5.458 -0.084  0.08
149 H 5.716 -2.226 0.089  0.34
150 H 3.962 1.889 0.225  0.55
151 H -8.116 2.883 2.732  0.49
152 H -0.320 -1.448 4.124  0.30
153 H -6.038 1.169 -3.385  0.46
154 H -0.178 -0.988 -4.491  0.02
155 H 0.139 -2.352 -3.482  -0.71
156 H -5.500 3.035 1.767  0.11
157 H -2.706 4.153 0.029  0.48
158 H -7.030 -0.451 1.067  0.39
159 H -5.485 -2.887 -3.042  0.56
160 H 4.609 -0.452 2.247  -0.57
161 H 3.180 -1.170 -5.797  0.50
162 H -2.366 -2.388 -3.149  0.33
163 H 0.931 -2.954 -5.908  0.50
164 H -3.191 -5.314 1.217  0.54
165 H -2.467 2.801 2.465  0.80
166 H 1.078 2.801 4.394  0.19
167 H -2.625 -6.490 3.378  0.21
168 H -0.488 0.462 2.165  0.24
169 H 8.041 -1.220 0.262  0.62
170 H -4.923 0.805 2.805  -0.27
171 H 0.802 3.952 3.117  0.08
172 H -6.695 2.225 0.755  0.22
173 H 4.221 -4.742 0.752  0.38
174 H 5.482 -0.443 -0.079  -0.87
175 H 5.514 -3.147 3.255  0.49
176 H 3.455 4.873 -2.260  0.70
177 H 7.427 -0.136 1.498  0.22
178 H -6.436 2.220 -1.974  0.24
179 H -3.837 -1.270 -1.394  0.29
180 H 0.277 3.234 -1.020  -0.53

Atoms 1-2, force components in eV/Å:
S 0.522 -0.435 0.572
S -1.622 0.391 -0.666

* multiplicity: 1
* lowest unoccupied orbital energy: 0.11 eV

Record 2
A gas-phase ion, C5H15N2O (charge +1), computed with ωB97M-V/def2-TZVPD.

Each line ends with the Mulliken charge.
Geometry (Å):
1 O -0.489 -1.860 -1.635  -0.62
2 N 0.530 1.931 1.163  -0.45
3 N -1.544 -0.719 0.299  -0.25
4 C 0.640 0.495 1.004  -0.55
5 C 1.825 -1.292 -1.264  -1.21
6 C 0.427 -0.747 -1.405  0.21
7 C -0.298 0.047 -0.158  -0.18
8 C -0.810 2.361 1.670  -0.91
9 H 1.680 0.298 0.744  0.27
10 H -1.217 -1.511 0.849  0.34
11 H -1.298 2.903 0.862  0.26
12 H 1.170 2.152 1.919  0.28
13 H -1.281 1.553 2.235  0.31
14 H -2.107 -0.109 0.891  0.32
15 H 0.359 -0.090 1.905  0.32
16 H 2.365 -0.845 -0.439  0.29
17 H 1.774 -2.363 -1.036  0.43
18 H 0.200 -0.104 -2.261  0.34
19 H -2.075 -1.134 -0.465  0.34
20 H -0.763 0.977 -0.494  0.39
21 H -0.611 3.151 2.401  0.38
22 H 2.178 -1.383 -2.301  0.38
23 H -0.033 -2.703 -1.546  0.29

Atoms 1-2, force components in eV/Å:
O -0.041 0.198 -0.158
N -0.346 -0.124 1.203

* charge: +1
* energy above the lowest of the compared OMol25 structures with the same formula, charge and spin: 2.4885 eV
* multiplicity: 1
* lowest unoccupied orbital energy: -3.27 eV
* structure (SMILES): CNC[C@H]([NH3+])[C@@H](C)O

Record 3
A single C2HIN2O2 molecule, computed with ωB97M-V/def2-TZVPD.

Each line ends with the Mulliken charge.
Geometry (Å):
1 I 2.231 -0.292 0.812  0.23
2 O 0.638 1.858 -0.475  -0.48
3 O -1.425 1.064 -0.490  -0.49
4 N -0.250 1.136 -0.212  0.86
5 N -0.767 -2.317 -1.161  -0.30
6 C -0.391 -1.448 -0.534  0.19
7 C 0.181 -0.072 0.526  -0.41
8 H -0.216 0.070 1.535  0.39

Atoms 1-2, force components in eV/Å:
I 0.450 -0.163 -0.018
O 0.430 3.095 -1.165

* energy above the lowest of the compared OMol25 structures with the same formula, charge and spin: 3.2261 eV
* multiplicity: 1
* lowest unoccupied orbital energy: -0.96 eV
* structure (SMILES): N#C[C@@H](I)[N+](=O)[O-]

Record 4
A molecular structure, C2H6CuN5O16S, computed with ωB97M-V/def2-TZVPD.

Each line ends with the Mulliken spin population.
Geometry (Å):
1 Cu 0.073 -1.041 -0.116  0.86
2 S 1.942 1.833 -1.102  0.00
3 O 2.992 -2.704 2.600  0.00
4 O -1.466 0.163 -1.182  0.00
5 O -1.539 -2.491 0.844  0.01
6 O -0.297 0.110 1.713  0.03
7 O 0.837 -2.881 2.581  0.00
8 O -2.072 1.125 2.385  0.00
9 O -2.525 -3.320 2.571  0.00
10 O -3.420 1.044 -0.834  0.00
11 O 1.296 0.565 -0.613  0.00
12 O -3.626 -1.999 1.210  0.00
13 O 1.692 -2.005 -3.073  0.00
14 O -0.038 -2.281 -1.855  0.06
15 O 0.226 -3.525 -3.624  0.00
16 O 1.844 -2.284 0.778  0.02
17 O -2.470 1.172 -2.786  0.00
18 O -0.568 0.556 3.823  0.01
19 N -2.472 0.797 -1.601  0.00
20 N -1.000 0.571 2.660  0.00
21 N -2.613 -2.632 1.523  0.00
22 N 1.900 -2.647 2.010  0.00
23 N 0.629 -2.644 -2.874  0.00
24 C 2.134 2.845 0.424  0.00
25 C 0.665 2.962 -1.763  0.00
26 H 2.968 2.454 1.004  0.00
27 H 1.151 3.860 -2.150  0.00
28 H 0.128 2.536 -2.611  0.00
29 H 2.478 3.816 0.060  0.00
30 H 1.197 2.830 0.975  0.00
31 H -0.044 3.215 -0.977  0.00

Atoms 1-2, force components in eV/Å:
Cu -1.291 -1.006 0.734
S -1.282 -0.743 1.291

* charge: -3
* <S²>: 0.7515
* multiplicity: 2
* lowest unoccupied orbital energy (spin up / spin down): 5.54 / 5.54 eV